No. 1
Computed, not measured: 2 unconnected molecules or ions with the total composition C13H17BN2O9 at a distorted geometry, with the ωB97M-V functional and the def2-TZVPD basis.

Positions of all 42 atoms, in Å:
C 2.70746 -1.20060 -0.31755
C 1.61950 -2.18981 -0.89991
C 2.11120 -2.73117 -2.31201
C 0.13400 -1.63309 -0.89667
C -0.18918 -0.62342 0.28492
C -0.26843 -0.92843 -2.27101
O -1.66270 -0.44296 -2.27330
C -2.53613 -1.47842 -2.23052
N -3.05661 -1.81513 -1.00884
C -3.92757 -2.93950 -1.08249
C -3.86385 -3.22744 -2.51080
N -3.00791 -2.33768 -3.20554
H 2.46306 -0.76399 0.68368
H 3.64838 -1.82023 -0.16574
H 2.96854 -0.43412 -1.09641
H 1.61591 -3.09740 -0.21581
H 1.59234 -3.69534 -2.57661
H 2.03817 -1.97631 -3.14141
H 3.21363 -2.98029 -2.21510
H -0.54161 -2.53332 -0.72477
H -1.21366 -0.13934 0.17742
H -0.26864 -1.25164 1.22374
H 0.53825 0.21995 0.38785
H -0.19004 -1.65078 -3.14421
H 0.37223 -0.02626 -2.48936
H -2.87186 -1.38311 -0.09947
H -4.49094 -3.48820 -0.29831
H -4.42594 -4.09275 -2.93028
H -2.74288 -2.30198 -4.18852
B 0.78760 4.07412 3.04307
O 1.71970 3.71751 1.95144
C 1.56920 2.42518 1.70957
O 2.18100 1.80797 0.87129
C 0.53716 1.86714 2.62349
O 0.16589 0.71907 2.65638
O 0.07598 2.82988 3.40695
O 1.51546 4.62346 4.19977
C 1.04767 5.85380 4.41984
O 1.43023 6.58210 5.29372
C -0.00566 6.16248 3.41847
O -0.62867 7.18536 3.33618
O -0.16029 5.11469 2.60687

The LUMO energy comes out at -1.1 eV. The value obtained for the HOMO energy is -8.81 eV. The HOMO-LUMO gap comes out at 7.700 eV.


No. 2
Computed, not measured: a molecular structure, C13H17BO7Y at a distorted geometry, with the ωB97M-V functional and the def2-TZVPD basis.

Positions of all 39 atoms, in Å:
C -5.96725 -0.48487 1.19032
C -4.42058 -1.00091 0.85179
C -4.06196 -2.43549 0.13667
C -2.47074 -2.83179 -0.16218
C -1.24261 -1.78362 0.23040
C -1.57840 -0.34866 0.94829
C -0.45302 0.79374 1.38220
C 1.09864 0.27937 1.26683
O 1.74468 0.92473 2.45285
C 2.09254 2.25160 1.91877
O 1.71059 3.46231 2.35818
O 2.92551 1.89031 0.72553
C 2.06925 0.85279 0.06435
C 1.33377 1.71866 -1.11935
O 0.44077 0.90593 -1.99322
O -0.10101 1.74875 -2.84853
C 2.95195 -0.47942 -0.31536
B 3.80266 -0.37561 -1.71712
O 5.25165 -0.78072 -1.66086
O 3.28773 0.02914 -3.03941
C -3.16072 0.01499 1.26844
H -6.69855 -1.39076 1.38835
H -5.88320 0.24043 2.12966
H -6.38070 0.20064 0.31176
H -4.90846 -3.20096 -0.15217
H -2.28198 -3.90268 -0.65435
H -0.10231 -2.03499 0.01424
H -0.68650 1.79573 0.81867
H -0.65602 1.00722 2.53079
H 1.18166 -0.87871 1.49650
H 0.69730 2.60413 -0.65961
H 2.18694 2.25256 -1.75907
H 0.57562 2.08248 -3.50893
H 3.74891 -0.62202 0.56049
H 2.31479 -1.48840 -0.30725
H 5.83429 -0.02656 -1.97029
H 3.97641 0.61815 -3.46989
H -3.45677 1.01335 1.80383
Y 5.28512 -2.62087 -0.51130

The LUMO energy comes out at -14.0 eV. The value obtained for the HOMO energy is -15.80 eV. Its net charge is +3. The HOMO-LUMO gap comes out at 1.819 eV.


No. 3
Computed, not measured: a molecular structure, C13H17CdClN2O4 at a distorted geometry, with the ωB97M-V functional and the def2-TZVPD basis.

Positions of all 38 atoms, in Å:
C 0.92653 -3.57839 -1.77147
C -0.38304 -3.41423 -2.53419
H 1.72754 -2.98601 -2.22401
H 1.23767 -4.63054 -1.77608
H 0.83764 -3.29917 -0.71953
H -0.70061 -2.37286 -2.63028
H -0.27303 -3.81761 -3.54573
H -1.18600 -3.96493 -2.04046
C 2.61012 0.79382 0.60608
C 3.38882 1.76136 1.24151
C 2.85663 3.04107 1.40563
C 1.54889 3.28507 0.98063
H 3.01916 -0.19553 0.43749
H 4.37968 1.47675 1.58344
H 3.44815 3.82943 1.86859
H 1.08774 4.26487 1.09823
N 1.33951 1.00533 0.23175
C 0.78927 2.23244 0.42692
C -0.65583 2.36205 0.13349
N -1.29905 1.22498 -0.22195
C -2.63156 1.23171 -0.38500
C -2.75769 3.58193 0.11898
C -3.40324 2.38381 -0.20299
H -3.08180 0.27387 -0.64992
H -4.48185 2.30874 -0.31050
C -1.36926 3.56838 0.28072
H -0.81651 4.46766 0.54013
H -3.32410 4.50443 0.25377
Cd -0.11626 -0.84517 -0.42734
C -1.99271 -1.91465 -0.35826
H -2.56026 -1.80851 -1.29027
H -2.58421 -1.50928 0.47189
H -1.79482 -2.97892 -0.18437
O 2.28857 -1.66974 2.87068
Cl 1.24515 -2.07651 1.97348
O 1.75057 -1.90066 0.53661
O 0.86198 -3.45077 2.13369
O 0.06819 -1.18419 2.07866

The LUMO energy comes out at -0.8 eV. The value obtained for the HOMO energy is -8.51 eV. The value obtained for the energy above the lowest of the compared OMol25 structures with the same formula, charge and spin is 0.00 kJ/mol. The HOMO-LUMO gap comes out at 7.668 eV.


No. 4
Computed, not measured: a molecular structure, C13H17CoN3O5S, with the ωB97M-V functional and the def2-TZVPD basis.

Positions of all 40 atoms, in Å:
Co -0.14823 0.31943 0.12857
N 1.96533 0.07623 0.07491
C 2.43997 0.08479 1.48097
C 1.31350 -0.11888 2.48723
O 1.57069 -0.09024 3.67251
O 0.13928 -0.31640 1.96496
H 2.15430 -0.81544 -0.36957
H 2.44221 0.77497 -0.48386
H 2.90571 1.04418 1.69617
H 3.18987 -0.68574 1.65244
O 1.13043 4.39677 -3.36172
C 0.99216 3.07238 -3.46815
C 1.43318 2.46285 -4.64861
C 1.30381 1.10244 -4.82521
C 0.72918 0.30488 -3.83326
C 0.30316 0.91562 -2.67256
C 0.42928 2.28767 -2.44250
C -0.02582 2.94413 -1.17319
O 0.00544 4.17144 -1.09008
O -0.42818 2.19648 -0.19400
H 0.72372 4.63751 -2.48469
H 1.86719 3.09290 -5.41422
H 1.64316 0.65062 -5.74971
H 0.60534 -0.75982 -3.97677
H -0.16666 0.28317 -1.92676
C -2.65715 -2.01664 2.87718
N -2.65652 -0.57447 2.75900
C -2.42718 0.26681 3.93599
C -2.19284 1.66362 3.33224
N -2.38158 1.41763 1.90192
C -2.50456 0.11309 1.64086
S -2.39989 -0.53282 0.03929
H -1.89312 -2.30320 3.60082
H -2.41717 -2.45210 1.91217
H -3.62970 -2.38088 3.20935
H -1.54861 -0.10340 4.46558
H -3.28920 0.23717 4.60170
H -1.18219 2.01994 3.52350
H -2.90538 2.39813 3.69954
H -2.01415 2.03196 1.18498

The LUMO energy (spin up / spin down) comes out at 0.2 / 0.0 eV. The value obtained for the HOMO energy (spin up / spin down) is -8.68 / -8.68 eV. The value obtained for the energy above the lowest of the compared OMol25 structures with the same formula, charge and spin is 51.39 kJ/mol. The spin multiplicity is 4. The HOMO-LUMO gap (spin up / spin down) comes out at 8.844 / 8.717 eV.


No. 5
Computed, not measured: a single C13H17FN2O3 molecule at a distorted geometry, with the ωB97M-V functional and the def2-TZVPD basis.

Positions of all 36 atoms, in Å:
C 5.03301 1.80101 -2.08440
O 3.83055 1.06170 -2.46127
C 3.58281 -0.03910 -1.78346
O 4.39814 -0.75481 -1.18988
C 2.09687 -0.37712 -1.40551
C 1.72666 0.01976 -0.01266
N 0.28128 -0.15939 0.26461
C -0.62978 0.81501 0.07333
O -0.22588 1.89995 -0.36393
C -2.12785 0.55612 0.19938
C -2.82600 -0.53856 -0.38165
C -4.26240 -0.65401 -0.39580
C -5.04896 0.30684 0.22500
C -4.41802 1.42282 0.79359
C -3.01437 1.55887 0.74654
F -2.75012 2.86318 1.12001
N -0.06813 -1.11524 1.28972
C -0.17897 -2.37574 0.67890
C -0.05369 -0.70900 2.68026
H 4.82742 2.48918 -1.21247
H 5.83796 1.05725 -1.90150
H 5.29846 2.54945 -2.83138
H 1.42234 -0.11941 -2.14803
H 1.99969 -1.40687 -1.44151
H 2.39206 -0.63374 0.70456
H 2.01499 1.03007 0.19145
H -2.26420 -1.32514 -0.87210
H -4.81574 -1.56515 -0.74686
H -6.14172 0.16859 0.27626
H -5.12053 2.15017 1.15712
H -1.10144 -2.54910 0.12877
H 0.59105 -2.56754 -0.05044
H -0.05386 -3.07760 1.51530
H 0.94306 -0.35862 2.90875
H -0.73763 0.08504 2.92294
H -0.43704 -1.50886 3.40635

The LUMO energy comes out at 0.7 eV. The value obtained for the HOMO energy is -8.61 eV. The value obtained for the energy above the lowest of the compared OMol25 structures with the same formula, charge and spin is 442.51 kJ/mol. Its SMILES is COC(=O)CCN(C(=O)c1ccccc1F)N(C)C. The HOMO-LUMO gap comes out at 9.289 eV.


No. 6
Computed, not measured: 2 unconnected molecules or ions with the total composition C13H17FN2O5 at a distorted geometry, with the ωB97M-V functional and the def2-TZVPD basis.

Positions of all 38 atoms, in Å:
C 3.59585 -1.64813 -2.35188
N 2.86260 -0.47927 -1.87181
C 2.03387 -0.48522 -0.81984
O 1.79088 -1.51481 -0.19131
C 1.32153 0.83966 -0.47427
C 2.26172 2.05867 -0.47402
O 3.46667 1.77867 0.20247
N 0.52991 0.77482 0.77165
C 1.02358 0.57705 1.99635
C 0.02224 0.26305 3.08261
O 2.21290 0.67537 2.27403
H 4.17919 -2.07532 -1.53363
H 2.89615 -2.40390 -2.71229
H 4.26943 -1.36224 -3.16082
H 3.06335 0.41058 -2.29952
H 0.61397 1.01171 -1.28380
H 1.76357 2.90759 -0.00284
H 2.49851 2.32875 -1.50365
H 3.22627 1.41894 1.08099
H -0.46551 0.66005 0.66791
H -0.43300 -0.70314 2.87800
H -0.74135 1.03718 3.11353
H 0.54359 0.22222 4.03809
O -3.98766 1.50652 -1.99699
C -3.85632 1.26926 -0.80970
O -4.37954 2.06556 0.14941
C -3.12425 0.06878 -0.36890
C -3.45936 -0.53196 0.86107
C -2.78893 -1.67441 1.31003
C -1.76547 -2.23100 0.54260
C -1.42334 -1.64319 -0.67523
C -2.09003 -0.50436 -1.13920
F -1.67361 0.03528 -2.30884
H -4.82339 2.77326 -0.34305
H -4.25502 -0.11336 1.47380
H -3.06212 -2.13044 2.25766
H -1.22935 -3.11239 0.88742
H -0.61754 -2.06983 -1.26605

The LUMO energy comes out at 0.0 eV. The value obtained for the HOMO energy is -9.64 eV. Its SMILES is CNC(=O)[C@H](CO)NC(C)=O.O=C(O)c1ccccc1F. The HOMO-LUMO gap comes out at 9.676 eV.


No. 7
Computed, not measured: a molecular structure, C13H17INO6RuSSe2 at a distorted geometry, with the ωB97M-V functional and the def2-TZVPD basis.

Positions of all 42 atoms, in Å:
Ru 0.03771 0.16922 -0.93543
O 0.45722 4.34156 -1.29998
C 0.10822 3.02949 -1.21490
O 0.91407 2.20335 -0.77583
C -1.20871 2.69256 -1.66204
C -2.22050 3.56264 -2.20081
C -3.40374 2.98280 -2.60495
C -3.62247 1.59771 -2.51413
C -2.55467 0.80974 -1.97437
N -1.42291 1.36996 -1.54981
C -2.49133 -0.62904 -1.81890
O -3.54105 -1.37477 -2.24008
O -1.52466 -1.20264 -1.31278
H 1.38594 4.34899 -1.02769
H -2.03863 4.62404 -2.26819
H -4.19400 3.61226 -3.00109
H -4.57233 1.17005 -2.80691
H -4.16307 -0.78956 -2.68528
O 0.51591 -3.79467 2.60598
C 0.15777 -2.40415 2.48578
C 1.35816 -1.45763 2.59081
C 2.07182 -1.76090 3.91560
O 3.23743 -0.96085 4.16384
C 2.34296 -1.74904 1.45139
Se 1.67987 -1.51901 -0.34389
C 0.89641 0.01845 2.59245
Se -0.66070 0.52355 1.50587
H 0.91594 -4.03871 1.76209
H -0.55469 -2.18646 3.28369
H -0.34977 -2.23168 1.53874
H 2.32626 -2.82234 3.96176
H 1.38908 -1.53871 4.74027
H 3.74755 -0.95763 3.34765
H 2.65616 -2.79407 1.45187
H 3.24347 -1.13300 1.52813
H 1.73184 0.64496 2.27851
H 0.64415 0.30705 3.61505
S 2.46193 -3.29231 -1.40478
I 2.68749 0.90190 -3.24469
C 0.66592 0.04672 -2.93891
H 0.81049 -0.95608 -3.34320
H 0.07950 0.63625 -3.65083

The LUMO energy (spin up / spin down) comes out at 4.5 / 4.5 eV. The value obtained for the HOMO energy (spin up / spin down) is -0.22 / -0.24 eV. The value obtained for the energy above the lowest of the compared OMol25 structures with the same formula, charge and spin is 39.40 kJ/mol. The spin multiplicity is 2. Its net charge is -2. The HOMO-LUMO gap (spin up / spin down) comes out at 4.692 / 4.705 eV.


No. 8
Computed, not measured: a single C13H17P molecule at a distorted geometry, with the ωB97M-V functional and the def2-TZVPD basis.

Positions of all 31 atoms, in Å:
C 0.36063 4.25707 0.34941
P 0.02746 2.54045 1.16280
C -0.05813 1.57012 -0.54838
C -1.40451 2.00813 -0.98451
C -2.55348 1.38316 -0.68051
C -2.41808 0.08522 -0.09487
C -1.27863 -0.55399 0.07540
C -0.97855 -1.88846 0.42576
C -1.93225 -2.79858 1.11406
C 0.34182 -2.10883 0.01531
C 0.93988 -3.38844 0.44299
C 0.96529 -0.80499 -0.40424
C 2.32206 -0.52386 -0.90661
C -0.04874 0.11496 -0.43235
H -0.43619 4.94028 -0.01768
H 1.11770 4.15422 -0.54167
H 0.79422 4.80478 1.17399
H 1.49840 2.54218 1.32539
H 0.75741 2.07764 -1.06856
H -1.57894 3.08082 -1.12100
H -3.54811 1.64108 -1.12222
H -3.41478 -0.38158 0.26171
H -1.29313 -2.98591 1.96041
H -2.06833 -3.86087 0.73267
H -2.82072 -2.39987 1.53340
H 0.73061 -4.11755 -0.38711
H 0.33150 -3.84200 1.23333
H 2.01548 -3.44927 0.74205
H 2.36546 -0.51523 -2.01451
H 2.94824 -1.37824 -0.70076
H 2.65735 0.45026 -0.49674

The LUMO energy comes out at -0.2 eV. The value obtained for the HOMO energy is -7.30 eV. The value obtained for the energy above the lowest of the compared OMol25 structures with the same formula, charge and spin is 203.88 kJ/mol. Its SMILES is CP[C@@H]1C=CC=C2C(C)=C(C)C(C)=C21. The HOMO-LUMO gap comes out at 7.143 eV.